Record 1
Computed, not measured: 2 unconnected molecules or ions with the total composition C4H15N2O at a distorted geometry, with ωB97M-V/def2-TZVPD.

Values from the calculation:
HOMO = -12.60 eV
Total charge = +1
Energy relative to the best compared isomer or geometry (same formula, charge and spin) = 33.60 kcal/mol
Total energy = -9412.205 eV

The geometry in XYZ format:
```
22
C4H15N2O, DFT ωB97M-V/def2-TZVPD
N 1.4927 -3.0106 -0.4653
H 0.9438 -0.3326 -1.8518
O -2.7392 1.9859 0.9997
C -0.1785 -1.0992 -0.1199
H 0.4488 2.3975 1.2153
H -0.7364 -1.8129 -0.7323
H -0.6767 -0.6349 0.7269
H -2.7203 2.1793 1.9485
H -0.7998 1.3347 0.7565
H -0.6417 2.6282 -0.0962
H 1.7352 0.9355 0.1868
H 0.6883 -3.6098 -0.6194
H -3.6312 1.8359 0.6710
H -0.5206 0.3486 -1.8363
C 0.8982 1.2265 -0.4387
C 0.2233 0.0181 -1.0991
H 1.7181 -2.7167 -1.4182
H 1.9755 -1.2012 0.3402
H 1.1214 -2.2334 1.3379
H 1.1594 1.8525 -1.2856
N -0.0722 1.9882 0.4393
C 1.0734 -1.8344 0.3412
```

=====

Record 2
Computed, not measured: a molecular structure, C18H38N5O2SSiY at a distorted geometry, with ωB97M-V/def2-TZVPD.

Values from the calculation:
HOMO = -12.31 eV
Total charge = +2
Energy relative to the best compared isomer or geometry (same formula, charge and spin) = 24.82 kcal/mol
Total energy = -50573.180 eV

The geometry in XYZ format:
```
66
C18H38N5O2SSiY, DFT ωB97M-V/def2-TZVPD
H 3.1753 -0.3830 0.9392
H 1.0848 1.8193 -2.8864
H -4.3925 -2.5908 -2.8749
C -5.8571 -2.3743 -1.2999
H 2.8326 -4.2792 1.3477
H -0.2561 4.0713 -0.1289
C 3.8360 -2.4175 1.3190
H 1.9974 -0.9662 5.1516
H -4.3551 1.8329 -1.8591
H 1.4583 3.9587 -0.5407
C -2.3343 1.9659 -2.6791
C 1.3625 1.5438 -1.8687
H -3.1726 3.7950 -3.5209
H 1.7309 -3.4517 -1.0887
H -2.0291 0.8570 1.1864
H 1.4408 0.4442 -1.8196
C 1.2897 -2.9086 0.8315
C -4.6251 -2.3388 -1.8508
N 2.9932 -0.8502 5.2475
N 5.0856 -0.7325 4.2823
H 2.2440 -1.9589 -0.7272
C 0.4538 3.6283 -0.8351
H 4.1286 -2.5058 0.2677
C -2.4840 3.5026 -2.7182
C 0.8437 1.6092 0.5635
C 3.7577 -0.7591 4.1556
N 3.1635 -0.6665 2.9734
H 4.7827 -0.5049 1.6335
C 0.3920 2.0897 -0.8212
N -3.6248 -1.9354 -0.9809
C -4.1133 -1.6784 0.2117
H 2.3456 -3.2295 2.6553
H 2.3651 1.9531 -1.6920
H -3.7052 0.2702 -2.3828
C 3.7791 -0.9254 1.6696
H -1.5823 0.4012 -4.0198
H 3.3850 -0.8648 6.1726
H 2.1600 -0.8644 2.9833
C -3.7330 1.3433 -2.6113
C -1.6344 1.5022 -3.9535
H -6.7896 -2.6563 -1.7671
H 0.7719 0.5234 0.6583
H -2.1923 1.8480 -4.8303
Si -1.3851 1.4748 -1.1121
C -2.4179 1.5485 0.4362
H 5.6739 -0.5338 3.4931
N 1.4678 -2.6012 -0.6015
H -3.5068 -1.3585 1.0511
C 0.3877 -1.8533 1.4697
H 0.6647 -3.8042 0.8750
H 4.6406 -2.8795 1.8931
H -4.2360 1.4620 -3.5780
H 5.5170 -0.7185 5.1903
H -2.4137 2.5532 0.8760
H -0.6217 1.8975 -4.0412
O -0.6017 -1.4668 0.7431
S -5.7789 -1.9031 0.3396
Y -1.0535 -1.4201 -1.5330
H -2.8869 3.8961 -1.7793
O 0.6008 -1.4505 2.6067
H 0.2421 2.0499 1.3634
H 1.8883 1.9113 0.7311
H -3.4593 1.2894 0.2323
H -1.5304 3.9963 -2.9115
C 2.5768 -3.2467 1.5898
H 0.2536 4.0396 -1.8264
```

=====

Record 3
Computed, not measured: a molecular structure, C4H4Br9Cl3 at a distorted geometry, with ωB97M-V/def2-TZVPD.

Values from the calculation:
HOMO (alpha / beta) = -0.96 / -6.29 eV
Expectation value of S² = 0.75
Total charge = -1
Total energy = -672161.572 eV
2S+1 = 2

The geometry in XYZ format:
```
20
C4H4Br9Cl3, DFT ωB97M-V/def2-TZVPD
Br -2.8665 1.4186 -1.9959
Br 1.7716 5.6921 1.7131
Br 4.0893 4.8772 -0.4224
H 0.0739 -3.3259 -3.7164
Br 0.2092 -3.9324 1.5556
C 2.6318 4.1688 0.6981
Cl -1.3822 -1.4724 -4.1125
Br -3.3057 1.3755 1.2564
H 0.3291 -2.9062 3.7709
C 0.3090 -2.4356 2.7879
Br 3.2443 2.6872 1.8678
Br 1.9221 -1.3538 2.4807
Br -0.2904 1.7398 -0.1335
Br -1.3499 -1.3865 2.4924
Cl -2.0756 -4.1702 -3.1911
C -2.0644 0.8731 -0.2474
H 1.8547 3.6951 0.0983
C -0.8049 -2.9330 -3.2051
H -1.8543 -0.1942 -0.1772
Cl -0.4412 -2.4174 -1.5197
```

=====

Record 4
Computed, not measured: a molecular structure, C25H32KN6O2SSi at a distorted geometry, with ωB97M-V/def2-TZVPD.

Values from the calculation:
HOMO = -4.07 eV
Total charge = -1
Energy relative to the best compared isomer or geometry (same formula, charge and spin) = 0.00 kcal/mol
Total energy = -74522.766 eV

The geometry in XYZ format:
```
68
C25H32KN6O2SSi, DFT ωB97M-V/def2-TZVPD
H -0.5407 -2.2957 2.3684
H 1.2276 -5.8389 1.3989
H 2.0800 -1.7557 2.3033
N 0.0432 2.2119 -0.0909
O 2.2314 0.7762 -0.0148
H -0.7517 -5.4729 0.2316
H 3.8707 -3.0970 -0.4586
C 2.2271 -2.8351 2.2070
C 1.8631 -5.3803 0.6364
S -0.2305 0.2331 3.4466
C -4.7300 2.5192 0.0542
H 3.2992 -3.0264 2.3111
H -3.0752 -2.6595 1.5708
K 0.2875 -0.3054 0.2894
H -4.4741 -4.7259 -1.7649
C -1.0117 2.9173 0.0406
C 4.9457 4.7422 0.0263
Si 1.6111 -3.5051 0.5525
N -2.8412 -0.3093 3.2585
H -3.4660 1.2230 4.5677
C -4.8264 1.1345 0.0438
N -1.4327 -2.0395 2.7797
C 6.1039 3.9709 0.0909
H -2.3503 1.7100 3.2827
H 2.6511 -3.3430 -1.7181
N 1.2252 2.8739 -0.0320
H 5.0063 5.8228 0.0152
C -2.5416 -2.9263 2.4900
C -2.6305 -5.2280 -0.7568
O 4.7729 0.6124 0.0538
H -2.1464 -3.9277 2.3466
H -1.7004 -1.5145 -1.1223
H 3.8144 0.3605 -0.0450
C -1.9675 -2.5586 -0.9902
H 7.0749 4.4511 0.1261
H -3.8360 -2.3323 -1.9974
H 1.6395 -5.8623 -0.3189
H -0.9559 3.9967 0.1950
H 2.7484 -1.8010 -0.8683
N 0.0726 -2.8887 0.2472
H -3.2377 -2.9487 3.3321
C -3.4783 3.1019 0.0493
H 2.7976 4.6803 -0.0536
C 2.2713 2.0466 -0.0228
H -5.6218 3.1339 0.0634
C -2.3393 2.2900 0.0313
H 1.7243 -3.3077 3.0562
C -1.5659 -0.7511 3.1423
C -3.1703 -3.0256 -1.4916
C -3.5329 -4.3634 -1.3722
C -1.0405 -3.4069 -0.3170
H -3.3627 4.1783 0.0545
C -3.6467 0.4041 0.0296
H 2.9031 -5.6035 0.8911
N -2.4363 0.9511 0.0270
C 4.7847 1.9542 0.0590
H 6.9148 1.9761 0.1510
C 6.0267 2.5932 0.1070
C 3.6060 2.7208 0.0040
H -5.7848 0.6334 0.0424
H -4.0436 1.3443 2.8887
C 2.8363 -2.8837 -0.7433
H -3.5617 -0.8924 2.8689
C 3.7160 4.1117 -0.0150
C -1.4246 -4.7764 -0.2530
H -2.8772 -6.2810 -0.6647
C -3.1980 1.0706 3.5201
H -3.6711 -0.6816 0.0124
```

=====

Record 5
Computed, not measured: a single C4H11N2O molecule at a distorted geometry, with ωB97M-V/def2-TZVPD.

Values from the calculation:
HOMO (alpha / beta) = -4.45 / -7.82 eV
Expectation value of S² = 0.75
Energy relative to the best compared isomer or geometry (same formula, charge and spin) = 50.55 kcal/mol
Total energy = -9350.326 eV
2S+1 = 2

The geometry in XYZ format:
```
18
C4H11N2O, DFT ωB97M-V/def2-TZVPD
O 1.9389 -0.2171 -1.1040
C -0.9840 0.1550 0.8149
H 0.6562 0.8342 -1.1618
H 2.5478 -2.2122 -0.6210
C 1.9817 -1.3037 -0.3101
H -0.4889 2.0164 -1.9230
C 1.0527 -1.3756 0.8105
H -2.1816 1.7620 -0.1074
H 1.0451 -2.3288 1.3208
H -0.2385 0.7045 1.4442
C -1.3747 1.0531 -0.3786
N -0.2121 1.5948 -1.0993
H 0.1650 2.4131 -0.5708
H -1.9947 0.4528 -1.0595
H -1.8340 0.0767 1.4246
H 1.2703 -0.6455 1.5657
H -0.9599 -1.8879 0.5595
N -0.3891 -1.0918 0.3953
```

=====

> Among the records above, which one has the lowest total energy?

C4H4Br9Cl3